Entry 1:
Formula: C3H6N2OS
Source: the OMol25 dataset
Level of theory: ωB97M-V/def2-TZVPD

Geometry (Å):
H 2.1698 0.7457 0.0572
N 1.4623 0.9956 0.7815
C 0.3990 0.3444 0.5753
C -0.7466 0.4538 1.5564
N 0.1868 -0.5030 -0.5523
S -0.6767 -1.9779 -0.4201
C 0.6173 -0.0905 -1.8155
O 0.4271 -0.7145 -2.8350
H -0.8995 -0.4791 2.1161
H -0.5287 1.2562 2.2764
H -1.7103 0.6901 1.0250
H -1.8160 -1.5933 -0.9840
H 1.1153 0.8725 -1.7811

As for the total charge: 0. For the maximum force, the calculation gives 1.26 eV/A. The value obtained for the electronic energy is -19070.564 eV. The highest occupied orbital energy comes out at -9.90 eV. Its SMILES is [H]/N=C(/C)N(S)C=O. The value obtained for the energy above the lowest of the compared OMol25 structures with the same formula, charge and spin is 1.603 eV.

Atomic partial charges in e from the natural (NBO) method, atoms 1 to 2: atom 1 (H): 0.333, atom 2 (N): -0.624


Entry 2:
Formula: C15H31F5HgOP2Te
Source: the OMol25 dataset
Level of theory: ωB97M-V/def2-TZVPD

Geometry (Å):
P 1.3157 -3.5722 -3.7271
P 0.6486 3.6097 -1.5976
C 2.5367 2.7152 -3.2794
C 2.3004 2.7818 -1.8495
H 2.5666 3.6401 -3.8487
H 3.0735 1.8479 -3.6597
H 2.1850 1.7988 -1.3630
H 3.0074 3.4230 -1.2884
C 0.5933 5.0787 -2.6222
H -0.4648 5.3242 -2.7780
H 1.0704 4.8980 -3.5877
H 1.0860 5.9099 -2.1043
C 0.6985 4.1999 0.1015
H 1.0017 5.2544 0.1051
H 1.3975 3.5957 0.6901
H -0.3107 4.0984 0.5179
C 0.2691 -4.8324 -4.5458
H 0.7465 -5.8003 -4.3357
H 0.1948 -4.6845 -5.6314
H -0.7246 -4.8283 -4.0822
C 2.4584 -3.2885 -5.1360
H 2.9062 -2.2918 -5.0460
H 1.9717 -3.4137 -6.1112
H 3.2507 -4.0392 -5.0119
Hg -2.1741 0.0081 -3.6317
C -0.9372 0.8124 -4.9814
C -1.9552 0.0290 -5.6245
C -1.9022 -1.3836 -6.1942
C -2.1869 -2.4506 -5.0943
C -1.5486 -1.9270 -3.7939
C -0.1334 -1.7468 -4.0257
C 0.7136 -0.5848 -3.6449
C 0.5269 0.4928 -4.7500
C -3.3251 0.4147 -1.9315
H -1.0989 1.8959 -5.0722
H -2.7191 0.6427 -6.1204
H -0.9577 -1.5791 -6.7291
H -2.6920 -1.4677 -6.9546
H -3.2723 -2.5782 -4.9749
H -1.7902 -3.4304 -5.3916
H -1.7999 -2.5109 -2.8943
H 0.1491 -2.0382 -5.0455
H 1.7791 -0.8668 -3.5838
H 0.4539 -0.1874 -2.6531
H 1.0486 1.4026 -4.4157
H 1.0236 0.1736 -5.6849
H -3.0026 1.3878 -1.5452
H -3.1660 -0.3713 -1.1879
H -4.3780 0.4495 -2.2390
F -2.2264 -0.7594 1.0191
Te -0.5902 0.2989 0.6748
F -0.7147 1.1466 2.4532
F 1.2759 0.9723 0.4729
F 0.2725 -1.1095 1.5848
F -0.3139 -0.8786 -0.9268
O -0.4413 2.6131 -1.8798

As for the total charge: 0. For the maximum force, the calculation gives 8.75 eV/A. The value obtained for the electronic energy is -61732.347 eV. The highest occupied orbital energy (spin up / spin down) comes out at -8.38 / -8.01 eV. The value obtained for the energy above the lowest of the compared OMol25 structures with the same formula, charge and spin is 0.766 eV.

Atomic partial charges in e from the natural (NBO) method, atoms 1 to 2: atom 1 (P): 0.871, atom 2 (P): 1.945


Entry 3:
Formula: C10H22NO11S2
Source: the OMol25 dataset
Level of theory: ωB97M-V/def2-TZVPD

Geometry (Å):
N -0.2279 0.0008 0.3955
O 0.7027 -0.7957 0.6378
O -1.2022 -0.5186 -0.1907
O -0.1733 1.2234 0.5549
O -2.5659 -2.8710 0.3179
C -3.7243 -2.4690 0.4145
O -4.7130 -3.0509 1.0772
C -5.9516 -2.3490 1.0466
C -5.7389 -1.3532 -0.1608
C -4.2065 -1.1526 -0.1259
H -6.2143 -1.6831 1.8687
H -6.7149 -3.0804 0.7809
H -6.4386 -0.5466 0.0579
H -6.0599 -1.6960 -1.1444
H -3.9514 -0.3672 0.5856
H -3.9417 -1.0493 -1.1782
O -1.8137 3.3650 -3.8138
S -0.7016 2.4586 -3.8703
O -0.0181 2.0684 -5.0282
O 0.4523 3.0090 -2.8021
C 0.2063 4.0146 -1.8410
C 0.5871 5.2883 -2.5438
C -1.2819 1.0148 -2.8454
H 0.8601 3.7252 -1.0183
H -0.7846 4.1245 -1.4005
H 1.6756 5.2762 -2.6000
H 0.6049 6.1582 -1.8873
H 0.1291 5.5429 -3.4996
H -1.8651 1.4002 -2.0091
H -0.3727 0.4865 -2.5583
H -1.9127 0.3907 -3.4785
O 2.9528 -2.6334 0.8315
S 4.3526 -2.1213 0.9678
O 4.9249 -1.0641 0.1366
O 4.6748 -1.6771 2.5324
C 3.9397 -0.6308 3.0807
C 3.6924 -0.7837 4.4849
C 5.4425 -3.5487 1.0401
H 2.9789 -0.4762 2.5897
H 4.5063 0.3002 3.0999
H 4.6472 -1.0970 4.9072
H 2.8703 -1.4989 4.5109
H 3.3128 0.1076 4.9844
H 5.5703 -3.8988 0.0158
H 5.1149 -4.3953 1.6434
H 6.3763 -3.1473 1.4337

As for the total charge: 0. For the maximum force, the calculation gives 5.13 eV/A. Its multiplicity is 2. The value obtained for the electronic energy is -56400.697 eV. The highest occupied orbital energy (spin up / spin down) comes out at -10.35 / -10.32 eV.

Atomic partial charges in e from the natural (NBO) method, atoms 1 to 2: atom 1 (N): 0.678, atom 2 (O): -0.194


Entry 4:
Formula: C2H4F2NO12S2Zr
Source: the OMol25 dataset
Level of theory: ωB97M-V/def2-TZVPD

Geometry (Å):
Zr 0.7171 0.2796 0.7192
C 0.5426 -1.0464 2.9030
O -0.2004 -1.2873 1.9697
O 1.6945 -0.9157 2.3566
O 0.3369 0.1940 2.8891
C 2.7339 1.8371 0.0293
O 2.0931 1.9561 1.0770
O 1.8016 1.7125 -0.7786
O 2.9024 0.6168 0.2927
N -0.7452 -0.1456 -0.7253
S -0.9047 -0.4411 -2.3106
O -1.5306 0.5667 -3.1504
O -0.8251 -1.8428 -2.7117
F 0.5535 0.0566 -2.6806
S -2.4821 -0.5664 -0.6185
O -2.7773 -2.0164 -0.4746
O -3.4712 0.2835 -1.2828
F -2.5970 -0.1645 0.9555
O -0.6977 1.9960 0.9098
H -1.0594 2.6315 0.2922
H -1.2149 2.1144 1.7065
O 1.4155 -1.6855 -0.4196
H 2.1064 -1.6910 -1.0821
H 1.6081 -2.4420 0.1343

As for the total charge: -1. For the maximum force, the calculation gives 19.05 eV/A. The value obtained for the electronic energy is -56572.363 eV. The highest occupied orbital energy comes out at -3.70 eV. The value obtained for the energy above the lowest of the compared OMol25 structures with the same formula, charge and spin is 9.620 eV.

Atomic partial charges in e from the natural (NBO) method, atoms 1 to 2: atom 1 (Zr): 2.299, atom 2 (C): 0.944


Entry 5:
Formula: C15H16Cl2
Source: the OMol25 dataset
Level of theory: ωB97M-V/def2-TZVPD

Geometry (Å):
C 0.8633 1.1605 4.9648
C 1.4667 0.6136 3.6847
C 0.9087 0.7084 2.4084
C 1.4956 0.4123 1.0952
C 0.7785 0.4774 -0.1321
C -0.6374 0.7781 -0.2562
C -1.1511 2.0711 -0.4832
C -2.4667 2.2433 -0.9542
C -3.3640 1.1918 -1.0432
Cl -5.0206 1.5410 -1.5592
C -2.8883 -0.1235 -0.7881
Cl -4.2070 -1.3713 -0.8673
C -1.5268 -0.2938 -0.4153
C 1.5852 0.6627 -1.4014
C 2.7224 -0.3298 -1.6543
C 3.2100 -0.9826 -0.3537
C 2.8898 -0.1304 0.9955
H 1.6546 1.3994 5.6544
H 0.2522 0.3683 5.3987
H 0.1921 2.0130 4.8110
H 2.3936 0.1695 3.8267
H 0.0341 1.3390 2.2879
H -0.4005 2.9079 -0.3772
H -2.7687 3.1813 -1.3294
H -1.1222 -1.2143 -0.0734
H 2.0896 1.6668 -1.2721
H 0.8939 0.7023 -2.3011
H 2.5378 -0.9652 -2.5595
H 3.4982 0.4104 -2.0343
H 2.6075 -1.9251 -0.2848
H 4.2797 -1.1873 -0.4156
H 3.5140 0.7393 1.0356
H 3.1486 -0.7712 1.8556

As for the total charge: 0. For the maximum force, the calculation gives 4.32 eV/A. The value obtained for the electronic energy is -40857.357 eV. The highest occupied orbital energy comes out at -8.06 eV. Its SMILES is C/C=C/C1=C(c2ccc(Cl)c(Cl)c2)CCCC1. The value obtained for the energy above the lowest of the compared OMol25 structures with the same formula, charge and spin is 1.496 eV.

Atomic partial charges in e from the natural (NBO) method, atoms 1 to 2: atom 1 (C): -0.648, atom 2 (C): -0.138